Molecular formula: C10H14FN
Method: DFT, ωB97M-V/def2-TZVPD

Calculated values
HOMO-LUMO gap (eV): 10.195
Relative energy (zero: lowest compared OMol25 entry of this formula, charge and spin) (kcal/mol): 14.2
Structure (SMILES): CC(C)[C@](N)(F)c1ccccc1
Molar mass (g mol⁻¹): 167.2

```
! wB97M-V def2-TZVPD RIJCOSX def2/J DEFGRID3
* xyz 0 1
C 3.765 0.226 0.038
C 3.045 0.695 -1.078
C 3.121 -0.471 0.994
C 1.737 0.281 -1.197
C 1.861 -0.859 0.862
C 1.070 -0.404 -0.226
C -2.843 0.078 -0.303
C -1.140 0.468 1.577
C -1.341 0.363 0.164
C -0.371 -0.797 -0.360
N -0.586 -1.070 -1.754
F -0.687 -1.946 0.430
H 4.849 0.395 0.336
H 3.534 1.284 -1.790
H 3.634 -0.887 1.891
H 1.282 0.593 -2.073
H 1.272 -1.466 1.456
H -3.113 -0.880 0.112
H -3.543 0.808 -0.044
H -2.790 0.120 -1.382
H -1.845 -0.215 1.983
H -0.159 0.203 1.813
H -1.461 1.497 1.908
H -0.973 1.273 -0.312
H -1.536 -1.133 -1.831
H -0.252 -1.955 -1.927
*
```

Molecular formula: C5H33O14
Method: DFT, ωB97M-V/def2-TZVPD

Calculated values
HOMO-LUMO gap (eV): 7.033
Relative energy (zero: lowest compared OMol25 entry of this formula, charge and spin) (kcal/mol): 37.0
Molar mass (g mol⁻¹): 317.3

```
! wB97M-V def2-TZVPD RIJCOSX def2/J DEFGRID3
* xyz -1 1
C -2.129 -0.133 3.054
O -1.193 0.791 2.455
C -1.510 -1.513 2.994
C -1.840 -2.320 1.717
C -1.400 -1.769 0.386
C -0.340 -2.285 -0.276
O 0.052 -1.881 -1.461
H -2.367 0.192 4.071
H -3.024 -0.039 2.431
H -1.746 -2.109 3.872
H -0.443 -1.341 2.916
H -1.519 -3.345 1.930
H -2.932 -2.504 1.696
H -2.016 -0.971 0.008
H -1.596 1.661 2.379
H 0.273 -3.082 0.170
H 0.189 2.720 -0.202
H 1.503 3.385 -0.034
O 0.776 3.329 -0.689
H 0.497 0.893 -1.737
H -0.294 -0.411 -1.750
O -0.399 0.597 -1.938
H -4.278 -1.543 0.359
H -4.602 -0.429 -0.724
O -4.249 -0.602 0.153
H 0.853 -1.393 -3.441
H 2.277 -1.014 -3.459
O 1.554 -1.180 -4.072
H 2.321 1.877 1.257
H 3.717 2.198 0.587
O 2.878 2.567 0.865
H 1.883 -1.226 3.077
H 2.072 -2.694 2.900
O 1.958 -2.041 3.600
H 3.693 1.474 -1.030
H 3.582 -0.007 -0.740
O 4.246 0.690 -0.894
H -2.230 0.847 -3.321
H -2.585 0.500 -1.943
O -2.977 0.916 -2.718
H -1.739 2.211 -0.737
H -1.583 0.889 0.019
O -1.609 1.841 0.146
H 0.507 2.778 -2.463
H -0.076 1.690 -3.434
O 0.591 2.377 -3.343
H 2.855 -2.191 -0.079
H 2.275 -1.391 -1.293
O 2.490 -1.346 -0.357
H 1.519 -0.393 1.082
H 0.573 0.449 1.956
O 1.523 0.271 1.800
*
```

| no. | calculated total energy (eV) |
| --- | --- |
| 1 | -14803.75726 |
| 2 | -34387.71681 |